[1]
A 2-piece molecular cluster, C3H12N2O overall at a distorted geometry, computed with ωB97M-V/def2-TZVPD.

```
! wB97M-V def2-TZVPD RIJCOSX def2/J DEFGRID3
* xyz 0 1
C 0.8433 2.3048 -1.3205
C 0.6899 1.8334 0.1373
N 0.2289 0.3741 -0.0213
C 0.1165 -0.6978 1.0776
N -1.2165 -1.2006 0.9470
H 1.8580 1.9566 -1.5513
H 0.3687 1.6660 -2.0510
H 0.6587 3.3922 -1.4358
H -0.2485 2.3458 0.5168
H 1.5810 1.8868 0.6580
H -0.5954 0.0325 -0.6137
H 0.9457 -1.4045 0.8759
H 0.2492 -0.3627 2.1652
H -1.9580 -0.7769 0.3852
H -1.6107 -1.4758 1.8261
H 0.2108 -3.6057 -0.6377
H -1.2711 -2.8224 -0.1817
O -0.8504 -3.4459 -0.7763
*
```

Properties
HOMO energy ... -0.3086 Eh
Energy relative to the best compared isomer or geometry (same formula, charge and spin) ... 240.9 kJ/mol
SMILES string ... CCNCN.O

Atomic partial charges in e from the Mulliken method, atoms 1 to 8: number 1, C, carries -1.084; number 2, C, carries -0.295; number 3, N, carries -0.347; number 4, C, carries -0.230; number 5, N, carries -0.595; number 6, H, carries 0.287; number 7, H, carries 0.336; number 8, H, carries 0.306

=====

[2]
A 2-piece molecular cluster, C3H12N2O overall at a distorted geometry, computed with ωB97M-V/def2-TZVPD.

```
! wB97M-V def2-TZVPD RIJCOSX def2/J DEFGRID3
* xyz 0 1
C 1.5597 1.5774 -1.1692
C 0.5532 0.4085 -1.2333
N -0.0875 0.1169 0.0712
C -1.3558 0.8623 0.2732
N -2.1094 0.3332 1.4568
H 1.1285 2.3041 -0.4627
H 1.6786 2.1277 -2.0717
H 2.6018 1.1754 -0.9177
H -0.4413 0.6226 -1.8971
H 0.8924 -0.4896 -1.7881
H 0.6841 0.2769 0.7949
H -1.8801 0.4303 -0.6124
H -1.3171 1.8862 0.1834
H -1.7972 -0.6485 1.4795
H -1.7808 0.7163 2.3302
H 1.8280 -3.0581 0.0738
H 0.7417 -2.1548 0.2749
O 1.0623 -2.9286 0.5866
*
```

Properties
HOMO energy ... -0.3389 Eh
Energy relative to the best compared isomer or geometry (same formula, charge and spin) ... 131.1 kJ/mol
SMILES string ... CCNCN.O

Atomic partial charges in e from the Mulliken method, atoms 1 to 8: number 1, C, carries -1.099; number 2, C, carries -0.355; number 3, N, carries -0.330; number 4, C, carries -0.543; number 5, N, carries -0.694; number 6, H, carries 0.305; number 7, H, carries 0.373; number 8, H, carries 0.254

=====

[3]
A 2-piece molecular cluster, C3H12N2O overall at a distorted geometry, computed with ωB97M-V/def2-TZVPD.

```
! wB97M-V def2-TZVPD RIJCOSX def2/J DEFGRID3
* xyz 0 1
N 1.0616 -1.6764 0.0884
C 0.5150 -0.3967 -0.2688
C 0.9402 0.0991 -1.6915
C 0.7467 0.6305 0.8227
N 0.4817 0.1836 2.2005
H 0.6734 -2.5017 -0.3388
H 1.1277 -1.9082 1.0641
H -0.5870 -0.5210 -0.3235
H 0.1381 0.7744 -1.9383
H 0.8838 -0.7637 -2.3473
H 1.9110 0.5787 -1.6425
H 1.8119 0.9019 0.8021
H 0.3448 1.5849 0.4527
H -0.5229 0.3251 2.2762
H 0.9487 0.8141 2.8385
H -3.7350 0.7419 -0.4381
H -3.3168 1.2406 -1.8106
O -2.9731 0.8760 -0.9833
*
```

Properties
HOMO energy ... -0.3052 Eh
Energy relative to the best compared isomer or geometry (same formula, charge and spin) ... 46.5 kJ/mol
SMILES string ... C[C@@H](N)CN.O

Atomic partial charges in e from the Mulliken method, atoms 1 to 8: number 1, N, carries -0.713; number 2, C, carries 0.619; number 3, C, carries -1.272; number 4, C, carries -0.801; number 5, N, carries -0.587; number 6, H, carries 0.214; number 7, H, carries 0.244; number 8, H, carries 0.107

=====

[4]
A 2-piece molecular cluster, C3H12N2O2 overall at a distorted geometry, computed with ωB97M-V/def2-TZVPD.

```
! wB97M-V def2-TZVPD RIJCOSX def2/J DEFGRID3
* xyz 0 1
N 1.7082 -0.3596 1.1648
C 0.6550 -0.0933 0.1562
C 1.1158 0.2624 -1.1837
O -0.0596 0.6855 -1.8627
C -0.4907 1.0546 0.7649
N -1.5306 0.3192 1.6327
H 2.1065 0.4639 1.4495
H 2.4578 -0.9632 0.7468
H -0.0158 -1.0209 0.1484
H 1.5229 -0.6330 -1.7730
H 1.8467 1.0865 -1.2202
H -0.3721 -0.2611 -2.1432
H -1.0690 1.5122 -0.1252
H 0.0742 1.9073 1.0767
H -0.9156 -0.0024 2.3586
H -2.2506 1.0584 1.8426
H -1.2795 -2.0427 -0.4049
H -2.2303 -1.3959 -1.3165
O -1.2734 -1.5780 -1.3118
*
```

Properties
HOMO energy ... -0.3327 Eh
Energy relative to the best compared isomer or geometry (same formula, charge and spin) ... 296.3 kJ/mol
SMILES string ... NC[C@H](N)CO.O

Atomic partial charges in e from the Mulliken method, atoms 1 to 8: number 1, N, carries -0.668; number 2, C, carries 0.931; number 3, C, carries -0.846; number 4, O, carries -0.551; number 5, C, carries -0.676; number 6, N, carries -0.543; number 7, H, carries 0.256; number 8, H, carries 0.254

=====

[5]
A 3-piece molecular cluster, C3H12N2O2 overall at a distorted geometry, computed with ωB97M-V/def2-TZVPD.

```
! wB97M-V def2-TZVPD RIJCOSX def2/J DEFGRID3
* xyz 0 1
C 0.4249 -2.0365 2.4302
C -0.1200 -0.7543 1.8154
N -0.3137 1.6495 0.2669
C 0.0985 0.3819 -0.2204
N 0.1560 -0.7178 0.3870
H 0.1190 -2.1386 3.4681
H 0.0110 -2.8580 1.8703
H 1.4889 -2.1443 2.2477
H -1.1867 -0.6516 2.0149
H 0.4151 0.0643 2.3180
H -0.5119 1.5855 1.2556
H -1.1399 1.9297 -0.2498
H 0.1464 0.3979 -1.3078
H 1.3924 4.7860 -5.2678
H 2.3529 3.7446 -4.8560
O 2.0945 4.6446 -4.6207
H -2.5660 -2.7954 -0.3342
H -1.0823 -2.3686 -0.3219
O -1.7790 -2.7188 -0.8954
*
```

Properties
HOMO energy ... -0.3573 Eh
Energy relative to the best compared isomer or geometry (same formula, charge and spin) ... 122.9 kJ/mol
SMILES string ... CC/N=C\N.O.O

Atomic partial charges in e from the Mulliken method, atoms 1 to 8: number 1, C, carries -1.211; number 2, C, carries -0.501; number 3, N, carries -0.557; number 4, C, carries 0.101; number 5, N, carries -0.455; number 6, H, carries 0.358; number 7, H, carries 0.294; number 8, H, carries 0.306

=====

[6]
A 3-piece molecular cluster, C3H12N2O2 overall, computed with ωB97M-V/def2-TZVPD.

```
! wB97M-V def2-TZVPD RIJCOSX def2/J DEFGRID3
* xyz 0 1
C -0.2619 1.2903 -0.3930
C -0.6706 -0.2750 1.0991
C -1.8057 -1.0469 0.4344
N 0.0005 0.4665 -1.5939
O 0.6220 2.1088 -0.0897
H 2.1794 0.9801 0.3390
H -1.3240 1.5198 -0.2327
H -0.7978 -0.1133 -1.8319
H 0.1806 1.1039 -2.3666
H -0.0970 -0.9968 1.7086
H -1.0442 0.4696 1.8060
H -2.4570 -1.5590 1.1516
H -2.4596 -0.3884 -0.1500
H -1.4206 -1.8155 -0.2443
N 2.0377 -0.0311 0.4738
O 2.2776 -0.7306 -0.7379
H 1.4748 -0.4325 -1.2703
H 2.6486 -0.4312 1.1792
H 0.9171 -0.1189 0.7186
*
```

Properties
HOMO energy ... -0.2785 Eh
Energy relative to the best compared isomer or geometry (same formula, charge and spin) ... 479.7 kJ/mol

Atomic partial charges in e from the Mulliken method, atoms 1 to 8: number 1, C, carries -0.333; number 2, C, carries -0.638; number 3, C, carries -1.142; number 4, N, carries -0.499; number 5, O, carries -0.689; number 6, H, carries 0.369; number 7, H, carries 0.382; number 8, H, carries 0.241

=====

[7]
A 3-piece molecular cluster, C3H12N2O2 overall at a distorted geometry, computed with ωB97M-V/def2-TZVPD.

```
! wB97M-V def2-TZVPD RIJCOSX def2/J DEFGRID3
* xyz 0 1
C -2.0822 0.4812 0.1212
C -1.8668 -0.0634 -1.1030
N -1.1863 1.2377 0.8004
O -0.7751 -2.1730 0.4482
H -1.0724 -3.0723 0.2854
H -2.9770 0.2213 0.6755
H -1.2321 1.2188 1.8056
H -0.2458 1.3036 0.4088
H -1.2016 -1.5023 -0.2518
H -2.6984 -0.4575 -1.6630
H -1.0086 0.2437 -1.6800
C 2.1899 -0.6520 0.3078
N 1.5939 1.5428 -0.2542
O 2.5471 0.7128 0.4294
H 1.8180 2.4806 0.0711
H 1.8255 1.5035 -1.2503
H 1.1988 -0.8627 0.7198
H 2.2216 -0.9725 -0.7403
H 2.9516 -1.1902 0.8696
*
```

Properties
HOMO energy ... -0.3033 Eh
Energy relative to the best compared isomer or geometry (same formula, charge and spin) ... 332.4 kJ/mol
SMILES string ... C=CN.CON.O

Atomic partial charges in e from the Mulliken method, atoms 1 to 8: number 1, C, carries 0.170; number 2, C, carries -1.106; number 3, N, carries -0.348; number 4, O, carries -0.692; number 5, H, carries 0.251; number 6, H, carries 0.317; number 7, H, carries 0.261; number 8, H, carries 0.293

=====

[8]
A 3-piece molecular cluster, C3H12N2O2 overall at a distorted geometry, computed with ωB97M-V/def2-TZVPD.

```
! wB97M-V def2-TZVPD RIJCOSX def2/J DEFGRID3
* xyz 0 1
C 0.7973 0.3019 -2.0516
C 1.6141 0.0001 -0.7533
N 0.8941 0.3988 0.4504
C 0.5996 -0.7382 1.1605
N -0.4878 -0.8513 1.8976
H 1.5000 0.9540 -2.6081
H -0.0775 0.8568 -1.7503
H 0.7446 -0.6694 -2.7065
H 2.0189 -1.1442 -0.5671
H 2.4372 0.6317 -0.8515
H 0.2668 1.1754 0.1763
H 1.3711 -1.5053 0.8570
H -0.6045 -1.5191 2.6572
H -1.3812 1.2178 1.9752
H -1.5428 2.1544 3.0203
O -1.6499 2.1071 2.1189
H -1.7293 -1.4712 -1.5820
H -2.3409 -1.0832 -0.2767
O -2.4297 -0.8161 -1.1664
*
```

Properties
HOMO energy ... -0.3442 Eh
Energy relative to the best compared isomer or geometry (same formula, charge and spin) ... 267.4 kJ/mol
SMILES string ... [H]/N=C/NCC.O.O

Atomic partial charges in e from the Mulliken method, atoms 1 to 8: number 1, C, carries -1.027; number 2, C, carries -0.270; number 3, N, carries -0.218; number 4, C, carries 0.098; number 5, N, carries -0.612; number 6, H, carries 0.349; number 7, H, carries 0.323; number 8, H, carries 0.182

=====

| no. | total energy (eV) |
| --- | --- |
| 1 | -8330.8253 |
| 2 | -8331.9634 |
| 3 | -8332.8404 |
| 4 | -10378.4790 |
| 5 | -10380.2764 |
| 6 | -10376.5783 |
| 7 | -10378.1043 |
| 8 | -10378.7784 |